[1]
ORCA calculation (ωB97M-V/def2-TZVPD) on a cluster of 2 separate species, C5H10FNO in total at a distorted geometry.

Cartesian coordinates (Å):
1 C -1.83 -0.19 0.10
2 C -0.59 0.58 0.06
3 C 0.54 0.04 -1.05
4 C 1.45 -0.55 0.17
5 C 0.39 0.06 1.24
6 H -2.50 -1.83 0.47
7 H -2.17 -1.59 -1.25
8 H -2.36 0.27 -0.80
9 H -2.36 0.13 0.98
10 H 0.21 -0.68 -1.75
11 H 1.16 0.77 -1.65
12 H 1.26 -1.57 -0.05
13 H 2.94 -0.07 -1.31
14 H 0.96 0.99 1.58
15 H 0.15 -0.69 1.98
16 N -1.67 -1.57 -0.11
17 O 2.74 -0.27 0.07
18 F -0.81 1.99 -0.12

Computed properties:
**LUMO energy**: -0.03 eV
**ΔE to the lowest compared entry with this formula, charge and spin**: 530.6 kJ/mol
**E**: -11596.3569 eV

---

[2]
ORCA calculation (ωB97M-V/def2-TZVPD) on a structure of composition C22H28BCdF4N4OS2 at a distorted geometry.

Cartesian coordinates (Å):
1 Cd 11.04 13.10 4.57
2 C 14.20 15.84 6.17
3 C 13.47 14.55 5.89
4 N 12.19 14.57 5.80
5 N 11.52 15.72 6.17
6 C 10.39 15.94 5.62
7 S 9.54 15.07 4.38
8 S 9.62 17.43 6.37
9 C 9.44 18.41 4.88
10 C 10.28 19.70 5.04
11 C 9.72 20.88 4.58
12 C 10.39 22.13 4.92
13 C 11.58 22.12 5.65
14 C 12.07 20.92 6.09
15 C 11.48 19.68 5.71
16 C 14.27 13.41 5.47
17 C 15.41 12.96 6.13
18 C 16.14 11.84 5.74
19 C 15.80 11.18 4.59
20 C 14.75 11.68 3.79
21 C 13.91 12.72 4.29
22 O 12.92 13.00 3.50
23 H 15.32 15.66 6.33
24 H 13.87 16.29 7.16
25 H 14.01 16.57 5.43
26 H 8.39 18.63 4.81
27 H 9.69 17.81 4.01
28 H 8.78 20.93 4.14
29 H 9.94 23.12 4.50
30 H 12.11 23.02 5.82
31 H 13.02 21.02 6.66
32 H 11.98 18.71 6.10
33 H 15.83 13.45 7.02
34 H 16.97 11.51 6.29
35 H 16.37 10.30 4.21
36 H 14.59 11.27 2.85
37 F 11.94 11.33 6.26
38 B 10.97 11.55 7.28
39 F 10.30 10.30 7.62
40 F 11.56 12.08 8.34
41 F 9.86 12.33 6.77
42 C 10.03 6.59 4.96
43 C 10.61 7.87 5.55
44 N 9.96 9.08 4.99
45 C 8.61 9.24 5.52
46 C 7.56 8.99 4.48
47 C 10.47 10.09 4.24
48 C 11.87 9.87 3.70
49 N 9.85 11.18 3.92
50 H 10.39 5.73 5.46
51 H 10.14 6.29 3.91
52 H 8.98 6.68 5.19
53 H 11.64 7.95 5.43
54 H 10.46 7.93 6.68
55 H 8.49 10.22 5.94
56 H 8.63 8.55 6.36
57 H 7.75 9.61 3.58
58 H 6.63 9.36 4.98
59 H 7.40 7.98 4.21
60 H 12.48 9.59 4.54
61 H 12.25 10.70 3.14
62 H 11.94 8.97 3.05
63 H 8.98 11.28 4.41

Computed properties:
**LUMO energy**: 2.68 eV
**ΔE to the lowest compared entry with this formula, charge and spin**: 7.0 kJ/mol
**Charge**: -1
**E**: -69065.8102 eV